{
  "formula": "C21H30N4O4S",
  "method": "ωB97M-V with the def2-TZVPD basis set",
  "symbols": ["C", "C", "N", "C", "C", "N", "C", "O", "C", "C", "C", "N", "S", "O", "O", "C", "C", "C", "N", "O", "C", "C", "C", "C", "C", "C", "C", "C", "C", "C", "H", "H", "H", "H", "H", "H", "H", "H", "H", "H", "H", "H", "H", "H", "H", "H", "H", "H", "H", "H", "H", "H", "H", "H", "H", "H", "H", "H", "H", "H"],
  "coordinates": [[4.28704, 1.00491, 2.22213], [2.84262, 0.58517, 1.93637], [2.67623, -0.09656, 0.67082], [2.98971, -1.50569, 0.67349], [1.80167, -2.36966, 1.14041], [0.57570, -2.02380, 0.46322], [-0.02355, -2.82905, -0.44054], [0.40110, -3.92780, -0.72790], [-1.34031, -2.28934, -1.00345], [-1.20158, -0.91934, -1.67429], [-2.57239, -0.41235, -2.13242], [-3.54066, -0.41167, -1.06372], [-3.74490, 0.97488, -0.19069], [-4.80965, 0.73452, 0.73846], [-3.85576, 2.05457, -1.12296], [-2.27017, 1.25308, 0.76765], [-1.09903, 1.98197, 0.39849], [-0.85250, 2.70383, -0.86891], [-0.23974, 1.95588, 1.38127], [-0.79672, 1.25162, 2.40570], [-2.02313, 0.84123, 2.05165], [-2.85081, 0.10671, 3.03310], [-3.70371, -1.67840, -0.39537], [-2.37496, -2.22477, 0.12816], [2.50397, 0.60110, -0.50622], [2.63277, 1.99557, -0.56173], [2.45766, 2.68169, -1.74653], [2.14283, 2.01506, -2.91861], [1.99205, 0.64010, -2.87667], [2.16091, -0.05690, -1.69620], [4.93880, 0.13528, 2.27215], [4.33806, 1.52696, 3.17386], [4.66026, 1.66190, 1.44143], [2.50853, -0.09522, 2.72541], [2.18056, 1.45318, 1.95512], [3.82890, -1.69254, 1.35204], [3.29994, -1.81761, -0.32384], [1.64875, -2.23987, 2.21715], [2.00179, -3.42214, 0.93208], [0.27356, -1.06964, 0.57574], [-1.67920, -3.01622, -1.74888], [-0.76559, -0.19896, -0.98096], [-0.53898, -0.99111, -2.53722], [-2.95518, -1.05489, -2.93299], [-2.51207, 0.61046, -2.50467], [-0.30363, 2.07669, -1.57054], [-1.80589, 2.98327, -1.31014], [-0.24806, 3.58480, -0.67315], [-2.46896, -0.90144, 3.19283], [-2.82500, 0.62700, 3.98863], [-3.87130, 0.06110, 2.66245], [-4.13948, -2.38402, -1.11092], [-4.41435, -1.51702, 0.41522], [-2.00516, -1.57671, 0.92356], [-2.52908, -3.22138, 0.54436], [2.87766, 2.55930, 0.32165], [2.57698, 3.75557, -1.75406], [2.01423, 2.55533, -3.84369], [1.73623, 0.09700, -3.77578], [2.01302, -1.12560, -1.71154]],
  "atomic_forces_ev_per_a": [[-0.257, -0.106, -0.061], [0.253, 0.272, 0.096], [-0.098, -0.116, 0.151], [-0.307, -0.356, 0.023], [0.305, -0.010, -0.011], [0.233, 0.302, 0.247], [-0.560, 0.243, -0.177], [0.178, -0.449, -0.192], [0.162, 0.015, 0.173], [-0.237, -0.176, -0.106], [0.560, 0.254, -0.324], [-0.405, 0.933, 0.439], [0.040, -0.118, 0.094], [0.134, -0.173, 0.002], [0.243, -0.102, -0.046], [-0.358, -0.179, 0.275], [-0.111, -0.230, 0.360], [0.142, 0.137, -0.101], [0.578, 0.699, -0.859], [-0.821, -0.581, 0.401], [-0.272, 0.094, -0.510], [0.146, 0.036, 0.115], [-0.021, -0.412, 0.617], [-0.203, -0.043, -0.279], [-0.067, 0.070, -0.183], [0.028, 0.053, 0.094], [0.032, -0.022, -0.101], [-0.024, 0.095, -0.142], [0.030, 0.077, -0.043], [0.066, -0.134, -0.038], [0.101, -0.060, 0.018], [0.069, 0.066, 0.120], [0.065, 0.079, -0.060], [-0.079, 0.080, -0.021], [-0.005, -0.125, 0.072], [0.030, 0.004, -0.070], [0.040, 0.009, 0.084], [0.069, -0.067, -0.053], [-0.005, 0.076, 0.121], [-0.113, 0.022, -0.080], [0.103, -0.006, 0.066], [0.074, 0.031, -0.056], [0.054, 0.063, 0.011], [-0.021, 0.084, 0.021], [0.077, -0.116, -0.218], [0.043, -0.056, -0.070], [0.096, 0.087, -0.032], [0.038, 0.048, -0.053], [0.030, -0.070, -0.008], [-0.042, 0.009, 0.065], [0.028, -0.036, 0.092], [-0.033, 0.069, 0.029], [-0.027, -0.261, -0.074], [0.000, -0.049, 0.042], [0.015, -0.010, 0.071], [0.036, 0.031, 0.153], [0.007, 0.096, 0.021], [-0.010, 0.055, -0.084], [-0.019, -0.055, -0.066], [-0.010, -0.072, 0.051]],
  "mulliken_charge": [-1.308, -0.870, 0.608, -1.083, -1.005, 0.260, 0.021, -0.708, 0.149, 1.031, -1.812, 0.283, 1.254, -0.761, -0.729, 1.347, 0.220, -1.510, -0.370, -0.228, -0.022, -1.395, -1.287, 0.016, 1.272, -0.387, -0.841, -0.711, -0.691, -0.469, 0.334, 0.459, 0.277, 0.382, 0.423, 0.343, 0.567, 0.299, 0.570, -0.301, 0.482, -0.760, 0.483, 0.386, 0.592, 0.035, 0.414, 0.547, 0.315, 0.490, 0.279, 0.361, 0.564, -0.180, 0.579, 0.335, 0.432, 0.390, 0.409, 0.221],
  "smiles": "CCN(CCNC(=O)C1CCN(S(=O)(=O)c2c(C)noc2C)CC1)c1ccccc1",
  "gap_ha": 0.30760
}

***

{
  "formula": "C21H31AlNOP2S",
  "method": "ωB97M-V with the def2-TZVPD basis set",
  "symbols": ["C", "C", "C", "C", "C", "C", "C", "C", "C", "C", "C", "C", "C", "H", "H", "H", "H", "H", "H", "H", "N", "Al", "C", "H", "H", "C", "H", "H", "P", "P", "C", "H", "H", "H", "C", "H", "H", "H", "C", "H", "H", "H", "C", "H", "H", "H", "H", "H", "C", "S", "C", "O", "H", "H", "H", "H", "H", "H"],
  "coordinates": [[3.40596, -0.80658, 3.79295], [3.07154, -0.42532, 2.49342], [2.80496, -1.46730, 1.56048], [2.41618, -2.74627, 2.01995], [2.70474, -3.10226, 3.35006], [3.26489, -2.14794, 4.19292], [1.56784, -3.47547, 1.07648], [2.14823, -3.47188, -0.26742], [2.55927, -2.19242, -0.70578], [2.58934, -1.88884, -2.09579], [2.61823, -2.96210, -2.98458], [2.44059, -4.27629, -2.51803], [2.14033, -4.53876, -1.18466], [3.77060, -0.04845, 4.48580], [2.49925, -4.12331, 3.68117], [3.55955, -2.42426, 5.20340], [1.24780, -4.45475, 1.42843], [2.78187, -2.76331, -4.04506], [2.49652, -5.09731, -3.22785], [1.91132, -5.54458, -0.82597], [2.66343, -1.15516, 0.21550], [0.31406, -0.89275, 0.34425], [2.82915, 0.99979, 2.07857], [3.45959, 1.28828, 1.22468], [3.00247, 1.69068, 2.91628], [2.45719, -0.45463, -2.53218], [3.28040, 0.16216, -2.14621], [2.42068, -0.37885, -3.62802], [1.06083, 1.22743, 1.51604], [0.89295, 0.30785, -1.85971], [-0.30709, -0.10854, -3.17176], [-1.22527, 0.47227, -3.01031], [0.11410, 0.13258, -4.15739], [-0.54333, -1.17843, -3.12871], [1.20369, 2.06949, -2.23602], [1.34603, 2.19951, -3.31879], [0.33666, 2.65903, -1.91098], [2.10666, 2.41251, -1.71691], [0.19338, 1.28396, 3.12317], [0.71737, 1.95967, 3.81348], [-0.83563, 1.63707, 2.96506], [0.15682, 0.27725, 3.55571], [1.05459, 2.99108, 1.03788], [0.08835, 3.25879, 0.59180], [1.22658, 3.61515, 1.92676], [1.84573, 3.19313, 0.30670], [0.42388, -2.45614, 0.87727], [-1.23778, -1.11876, 0.51336], [-3.65042, 2.50594, 0.95054], [-2.41815, 1.53075, 0.07241], [-3.47301, 0.23385, -0.59486], [-1.94409, 2.36607, -1.08367], [-4.17398, 1.86123, 1.66395], [-4.33409, 2.92771, 0.20523], [-3.11792, 3.30198, 1.48431], [-4.51526, 0.56619, -0.51035], [-3.19805, 0.07116, -1.64285], [-3.31717, -0.68001, -0.01282]],
  "atomic_forces_ev_per_a": [[-0.398, 0.070, -0.734], [0.225, -0.528, 0.339], [-0.614, -0.139, -0.393], [0.039, 0.406, 0.312], [-0.051, 0.282, 0.072], [0.117, -0.445, 0.096], [1.884, 0.115, -0.242], [-0.105, 0.101, -0.444], [-0.540, 0.142, 0.457], [0.180, -0.563, -0.048], [-0.144, 0.450, 0.515], [0.073, -0.414, 0.260], [-0.031, 0.280, -0.246], [-0.257, -0.212, -0.008], [0.027, 0.400, 0.080], [-0.090, 0.015, -0.215], [-0.731, 0.298, -0.031], [-0.221, -0.137, 0.237], [-0.029, 0.120, 0.132], [-0.008, 0.265, -0.281], [-1.977, 0.444, 0.060], [1.178, 2.172, -0.855], [0.237, -0.030, -0.417], [-0.093, -0.016, 0.206], [0.012, -0.139, -0.267], [0.280, -0.051, 0.333], [-0.126, -0.118, -0.119], [0.082, 0.036, 0.291], [0.392, -0.159, 1.306], [0.034, -0.594, -1.112], [-0.176, -0.072, 0.032], [0.228, -0.126, -0.070], [-0.158, -0.045, 0.246], [0.019, 0.184, -0.067], [-0.130, 0.254, 0.487], [-0.039, -0.205, 0.309], [0.205, -0.096, -0.109], [-0.199, -0.056, -0.152], [-0.157, 0.016, 0.037], [-0.193, -0.167, -0.154], [0.270, -0.119, 0.096], [0.003, 0.201, -0.013], [-0.181, 0.063, -0.387], [0.205, -0.031, 0.043], [-0.020, -0.298, -0.182], [-0.217, -0.040, 0.190], [1.252, -1.876, 0.557], [-0.030, 0.284, -0.180], [-0.025, -0.026, -0.149], [0.478, 0.253, -0.017], [-0.588, 0.073, 0.183], [-0.009, -0.190, 0.183], [0.053, 0.116, -0.115], [0.072, -0.046, 0.210], [-0.148, -0.184, -0.176], [0.206, -0.223, -0.248], [-0.008, 0.108, 0.302], [-0.058, 0.196, -0.141]],
  "mulliken_charge": [-0.902, 0.261, 0.573, 0.686, -1.142, -0.579, -0.114, 0.740, 0.434, 0.333, -0.964, -0.562, -1.201, 0.433, 0.453, 0.400, 0.743, 0.426, 0.396, 0.457, -0.341, 0.275, -1.416, 0.422, 0.577, -1.306, 0.426, 0.528, 1.148, 1.055, -1.339, 0.286, 0.487, 0.388, -1.268, 0.499, 0.302, 0.323, -1.372, 0.454, 0.304, 0.383, -1.241, 0.306, 0.446, 0.386, 0.121, -0.692, -1.335, 0.881, -1.132, -0.707, 0.400, 0.442, 0.347, 0.423, 0.290, 0.381],
  "charge": 1,
  "gap_ha": 0.25478
}

***

Highest occupied orbital energy? In order: -7.74; -10.39 eV.
Max |F|? In order: 0.0243; 0.0509 Eh/bohr.